DFT (wB97M-V/def2-TZVPD) results for 2 unconnected molecules or ions with the total composition C4H12O5SSi in a non-equilibrium geometry.

Its energy above the lowest of the compared OMol25 structures with the same formula, charge and spin is 0.00 kcal/mol. Its total charge is 0. The value obtained for the molar mass is 200.29 u. For the orbital gap, the calculation gives 9.365 eV. As for the spin multiplicity: 1. The value obtained for the largest force on an atom is 3.281 eV/A.

Last column: Löwdin charge in e.
Positions of all 23 atoms, in Å:
H -1.886 -0.736 -2.230  0.0872
H 1.045 -0.244 2.744  0.0241
O -1.631 1.335 -0.606  -0.0728
H -0.834 0.002 -3.262  0.0623
C 1.240 0.375 1.886  -0.1150
H -0.067 -3.393 1.497  0.0174
O 0.051 0.272 1.100  -0.2069
C -0.932 -2.933 1.955  -0.2557
H 1.633 2.198 -2.677  0.1241
S -0.948 -1.659 3.050  0.8629
O 0.094 -0.354 -1.499  -0.1743
O 1.059 2.019 -0.525  -0.1818
H -0.530 -1.615 -3.012  0.0647
Si -0.055 0.870 -0.372  0.0804
C 1.647 2.733 -1.613  -0.1144
H 1.535 1.451 2.106  0.1137
O -2.248 -1.026 3.253  -0.5382
H 2.650 3.110 -1.236  0.0969
H 2.023 0.114 1.271  0.0542
C -0.831 -0.743 -2.516  -0.1198
H -1.997 1.734 0.206  0.0785
H 1.002 3.646 -1.808  0.0887
H -1.907 -3.195 1.531  0.0239



DFT (wB97M-V/def2-TZVPD) results for 4 unconnected molecules or ions with the total composition C38H53Cl7N2O7 in a non-equilibrium geometry.

Its total charge is 0. As for the SMILES: CCCCc1nc2c(Cl)c(OCCOCC)c(OC(=O)c3ccccc3)c(CCCCOC=O)c2nc1CCOCC.ClCCCl.ClCCCl.ClCCCl. The value obtained for the molar mass is 898.02 u. For the orbital gap, the calculation gives 7.549 eV. As for the spin multiplicity: 1. The value obtained for the largest force on an atom is 6.445 eV/A.

Last column: Löwdin charge in e.
Positions of all 107 atoms, in Å:
C 0.202 2.982 4.733  -0.2518
Cl 1.852 7.680 -1.258  0.5089
C 3.998 -0.208 3.727  -0.2117
H -2.732 -3.300 0.190  0.1115
O -1.290 -3.314 -1.972  -0.0194
C -1.027 -0.768 -2.030  -0.1410
Cl 3.203 9.911 0.196  0.5089
H -1.878 1.954 4.734  0.0747
H 4.302 -0.712 4.728  0.1298
C 0.304 -3.571 0.792  -0.1297
C 0.554 -0.835 0.684  -0.1131
C -0.283 -4.267 -2.320  -0.3274
C 2.444 0.236 3.895  -0.0963
H -4.605 0.376 -3.954  0.1357
H 4.709 0.701 3.629  0.1260
C 1.261 5.005 -1.354  -0.6727
H 0.700 -9.144 -0.935  0.0891
C -4.713 0.289 0.571  -0.0903
H -6.124 1.521 -0.640  0.1261
H -3.543 -1.687 -3.674  0.1450
C -0.400 -0.479 -6.439  -0.6617
H 6.500 11.132 -0.950  0.0706
H -4.352 1.924 -0.909  0.1171
H -0.591 1.129 5.769  0.0793
H 4.725 11.607 0.807  0.0682
H -3.553 1.364 -2.818  0.0960
C -2.646 -7.567 -1.341  -0.0528
H 0.396 4.719 3.287  0.1112
H -1.246 -5.243 0.696  0.0960
N 1.274 -0.957 1.923  0.1372
H -5.393 -0.616 0.744  0.0796
H 0.696 5.147 -0.431  0.0678
H 1.211 -1.526 -5.482  0.0696
H -2.961 -5.364 -1.957  0.1063
H 3.350 -0.683 0.005  0.0629
C 0.295 0.541 0.024  -0.1545
C 1.076 -0.680 -6.160  -0.6628
N 0.664 1.841 0.520  0.1326
C 1.793 3.010 2.534  -0.1285
C -5.746 -4.084 2.859  -0.2253
C 1.666 0.299 2.476  -0.1329
C -2.138 -6.148 -1.775  -0.0161
C -3.152 -0.933 -2.884  -0.1320
C -3.513 -4.232 2.076  -0.2040
H -4.789 1.043 1.449  0.0859
H 4.147 11.779 -0.856  0.0722
Cl 1.997 -1.050 -7.639  0.5317
C -2.363 -3.400 1.281  -0.1618
H -5.977 -3.619 3.886  0.1612
Cl -0.856 2.103 -2.235  0.6043
H 3.959 -2.338 0.514  0.0823
O -6.348 -5.073 2.373  0.0396
H 5.073 -1.259 -0.620  0.0795
C -0.030 -8.291 -1.180  -0.0532
H -0.860 -4.581 2.430  0.1206
H 1.520 0.203 -5.695  0.0701
C 4.987 -0.653 1.580  -0.2379
H 6.109 -0.911 1.664  0.1245
H -0.428 3.198 2.606  0.1130
C -0.608 -5.792 -1.905  -0.0900
H -0.945 -0.383 -5.498  0.0460
C -4.115 0.373 -2.901  -0.1660
H 4.853 0.495 1.484  0.1202
C 4.311 -1.278 0.236  -0.0811
H -3.102 -4.444 3.128  0.1321
H -3.774 -7.785 -1.244  0.0976
H 1.932 -0.628 4.473  0.1267
H 1.164 2.792 5.321  0.0911
C -1.552 -8.654 -1.042  -0.0593
C 5.766 10.382 -0.650  -0.6652
H -1.933 -9.688 -0.740  0.0879
H -0.577 0.941 3.917  0.0598
H 0.283 6.503 -2.541  0.0724
H 1.595 -6.612 -1.680  0.1123
H -2.261 -2.369 1.763  0.1223
Cl -0.713 1.008 -7.370  0.5287
H -3.601 -0.017 0.538  0.0675
C 0.458 3.572 3.257  -0.1968
O 4.208 -1.200 2.697  -0.2091
C -0.744 -2.163 -1.314  -0.0693
Cl 2.897 4.449 -0.919  0.5472
O 0.811 -3.978 -2.882  0.0777
C -1.034 -4.303 1.320  -0.1752
O -1.767 -0.651 -3.241  -0.1379
C -0.505 0.518 -1.353  -0.3664
C 4.522 11.066 -0.119  -0.6528
H -0.822 -1.320 -6.994  0.0710
H 0.794 4.197 -1.919  0.0054
C 0.038 -2.184 0.026  -0.0073
Cl 6.548 9.358 0.579  0.5344
C -0.766 1.685 4.769  -0.1294
H -3.300 -1.427 -1.864  0.1276
C 0.476 -6.862 -1.615  0.0022
H 2.310 1.178 4.524  0.0858
H 2.678 2.848 3.235  0.1055
H -0.368 3.807 5.318  0.1075
H -3.599 -5.243 1.534  0.1337
O -5.193 0.190 -1.957  -0.1791
H 2.077 3.768 1.705  0.0774
O -4.733 -3.444 2.070  -0.1194
H 1.007 -3.467 1.693  0.1103
H 1.938 6.160 -3.062  0.0701
C -5.076 1.046 -0.798  -0.2634
C 1.290 6.270 -2.190  -0.6514
H 0.828 -4.326 0.083  0.1072
C 1.332 1.650 1.769  -0.1371
H 5.542 9.759 -1.518  0.0704



DFT (wB97M-V/def2-TZVPD) results for a molecular structure, C34H38BKN7O2PS5.

Its energy above the lowest of the compared OMol25 structures with the same formula, charge and spin is 6.72 kcal/mol. Its total charge is -2. The value obtained for the molar mass is 817.94 u. For the orbital gap, the calculation gives 4.816 eV. As for the spin multiplicity: 1. The value obtained for the largest force on an atom is 0.274 eV/A.

Last column: Löwdin charge in e.
Positions of all 89 atoms, in Å:
C -2.259 2.057 0.288  -0.3563
C -2.762 -1.582 -3.457  -0.0772
H 0.817 -0.462 -4.782  0.1178
H -3.580 -1.904 -4.090  0.0978
C 0.764 3.853 2.008  -0.2025
H -3.250 -2.091 1.309  0.0983
C 3.782 -4.777 1.568  -0.0645
C -4.586 2.554 -0.150  -0.0924
C 0.545 3.327 -4.301  -0.0955
H -1.679 -3.832 -0.174  0.0979
H -2.639 -2.639 4.894  0.0602
P -0.431 2.154 0.043  1.1300
C -0.140 3.747 0.946  -0.2833
N 2.314 2.078 1.552  -0.0257
H 4.305 -3.894 -1.515  0.0797
H 1.499 5.103 3.582  0.1071
C 2.610 -5.244 2.049  -0.0890
H 0.086 7.037 3.008  0.0946
C 1.399 3.635 -3.251  -0.0904
H -3.913 -1.536 -1.626  0.0991
N 1.606 -4.887 1.175  -0.0055
H -0.244 -5.816 0.237  0.0609
H -3.399 -1.538 3.711  0.0688
C 2.151 -4.171 0.166  -0.7526
H 1.733 3.540 -1.146  0.0961
C -1.863 -0.971 -1.345  -0.1513
H 0.143 -6.255 2.171  0.0545
C -4.009 1.059 1.634  -0.0919
C 5.432 0.602 -1.380  -1.8624
H 0.493 -1.597 2.599  0.0259
C -3.241 2.723 -0.444  -0.1079
C -0.474 -0.944 -3.156  -0.2709
H -1.969 -0.812 -0.278  0.0731
H 4.412 -2.430 -0.507  0.0152
C 0.807 5.041 2.750  -0.0517
H 3.854 0.931 1.412  -0.0857
H -6.027 1.589 1.119  0.0931
H 2.378 -5.772 2.956  0.0989
H -1.320 2.421 -4.858  0.0958
C 0.022 6.126 2.424  -0.0961
H -1.703 -1.300 4.211  0.0731
C -1.705 -3.624 0.881  -0.0992
C -1.039 -3.791 2.994  -0.8129
H -0.097 -1.046 1.173  -0.0150
H 1.486 -1.629 -3.614  0.1087
H 0.717 -0.031 2.174  -0.0153
C -2.664 1.217 1.329  -0.1137
C -2.952 -1.381 -2.099  -0.0634
C -1.022 2.380 -2.739  -0.1194
N 0.052 -0.798 2.149  0.0778
H 5.457 -3.792 -0.155  0.0892
S 1.357 -3.420 -1.141  0.5592
C 4.464 -3.518 -0.505  -0.0492
K 2.183 -0.345 -0.403  0.3978
H -1.449 6.891 1.048  0.0951
H -1.590 4.804 -0.223  0.0941
H -1.317 -1.490 -5.051  0.1078
C -2.476 -2.041 4.000  -0.0814
H -4.298 0.405 2.447  0.0879
C -0.836 6.045 1.333  -0.0901
C -4.976 1.723 0.891  -0.1029
H -2.958 3.375 -1.261  0.0901
C -0.662 2.697 -4.042  -0.0974
H 2.026 2.762 3.454  0.1278
H -1.914 0.662 1.887  0.0724
H 2.456 0.428 -3.114  -0.0147
S 5.300 0.036 0.276  0.3378
H -1.941 1.833 -2.565  0.0913
C 1.731 2.818 2.405  -0.1348
C -0.190 2.721 -1.676  -0.3713
B 0.138 -5.410 1.312  -0.4925
C 1.032 3.341 -1.949  -0.1123
C -1.506 -1.357 -3.993  -0.0278
O 1.488 0.353 -2.996  -0.1858
C -2.471 -2.775 1.598  -0.0965
H 4.783 -4.817 1.959  0.1066
C 0.911 -0.699 -3.714  -0.2114
H 0.838 3.546 -5.321  0.0949
S -0.207 -4.172 4.421  0.4876
S 4.140 1.592 -1.993  0.3254
S 6.764 0.170 -2.308  0.2659
C -0.911 4.865 0.618  -0.0849
N -0.653 -0.756 -1.849  0.1203
H -5.333 3.074 -0.739  0.0952
N -0.833 -4.258 1.737  -0.0010
O 3.209 1.231 2.146  -0.1487
N -2.061 -2.892 2.913  -0.1473
H 2.376 4.063 -3.438  0.1000
N 3.489 -4.110 0.393  -0.1290